a) 122
Properties=species:S:1:pos:R:3 method="wB97M-V/def2-TZVPD" total_charge=-2 gap_ev="3.2490 / 5.6314" homo_energy_ev="0.02 / -2.36" multiplicity=4
H 0.1096 6.0172 3.0240
C -0.4353 4.4054 1.7406
H 1.0338 -1.4441 2.5340
H -3.2367 -2.0475 8.6028
Si -0.9178 0.5056 -3.5567
N -0.4605 1.1074 -1.9900
H 5.3434 -6.8616 -3.0306
C -2.5334 1.4563 -4.0338
H 0.2450 0.0125 -5.7582
H 0.3527 4.6369 1.0386
F 2.5943 3.6042 2.4667
H 0.2482 -3.9924 -5.4058
H 1.1482 2.9074 0.1866
C -3.8730 -2.1032 7.7298
C 1.7367 -2.4563 -5.3532
H -1.7285 5.6044 4.6286
C 1.0425 -2.0093 -8.0234
H 4.5632 2.1152 2.4078
H -2.4069 -1.2382 -2.0237
H -4.2179 -0.9502 2.0663
C -2.7641 -2.8905 3.3548
C 4.6533 -6.0526 -3.2270
H 0.0087 1.7239 -5.5898
H 2.2578 -4.2308 -1.6828
C 4.5656 -5.4924 -4.4953
Ti 0.1743 -0.3057 -0.4497
C -1.4442 -1.3208 -3.9295
C -1.1484 5.2644 -2.0930
C -0.0252 2.3588 5.4063
N -3.9691 -2.6595 4.0718
N -6.1223 -2.4345 4.3197
C 0.7570 3.4809 5.6273
C -2.3087 3.0773 2.4436
Cl 4.2527 -2.0821 2.0172
C 0.9609 2.0146 3.1671
C -5.5561 -2.2667 5.5347
H -7.1788 -1.8834 6.9204
C -1.0682 3.2034 -0.8232
H 5.0233 2.2003 -0.4570
H -1.1639 -1.5387 -4.9559
H -3.2443 3.6778 4.2608
C 2.8841 -3.9257 -3.7218
N -2.3135 -1.7313 2.6055
C 0.7512 -3.2237 -5.9734
H -2.6538 0.7182 0.5243
H 5.2461 0.4409 -0.2417
C 3.8263 -5.5722 -2.2187
C -1.6050 4.9669 3.7641
H -2.2206 -2.4460 6.3781
O 2.1305 -0.2089 0.3323
O -2.1828 -1.1471 -1.0928
C 2.1072 2.6990 -0.2654
H 4.6130 0.3241 2.2694
H 3.6639 -4.0086 -5.7292
C -1.4290 4.5360 -0.9493
N -5.1976 -2.6676 3.4415
H -2.9351 -3.7104 2.6384
F -0.7368 0.5744 4.0607
C 0.0812 1.6445 4.2129
H -2.5228 -1.4655 -3.8758
F 0.6394 4.1878 6.7803
C -2.4559 3.8945 3.5555
C -3.1562 -0.8814 1.9416
H -1.9412 5.0135 -0.1241
Cl -0.0887 -2.8949 -0.1845
C 4.5369 1.2207 -0.5179
F 2.4033 4.9990 4.8312
H 4.2199 1.0467 -1.5480
C -4.1475 -2.4076 5.4032
H -2.3133 2.4899 -4.2760
C 3.6983 -4.4561 -4.7454
Ge 2.9150 -2.2662 0.1271
C 2.3718 -1.4627 -6.0913
H 1.3114 0.9162 -4.7282
C 1.6304 -1.9490 -2.9390
H -1.4640 6.2967 -2.1638
H -0.3879 -3.5789 -7.7466
C 0.2770 0.8252 -5.0436
H 3.3217 1.0966 3.2206
C -0.1405 3.2983 -3.0042
O 1.0575 1.3795 2.0620
H 0.7675 -1.8392 -9.0580
H -3.0350 1.0155 -4.8896
C 1.1873 -1.1718 -2.0856
H 1.9729 2.3595 -1.2985
H -3.2350 1.4682 -3.2044
C 0.3974 -2.9917 -7.2899
H -5.6495 -1.7508 8.8621
C 3.9684 1.2017 2.3532
O -1.2309 2.5465 0.3870
C 2.0885 -2.7703 -3.9552
H 5.1929 -5.8660 -5.2951
H -0.1045 5.1993 -3.9700
H -2.9655 2.2349 2.2936
H -1.9810 -3.1879 4.0584
F -0.8976 1.9558 6.3589
C -5.2454 -1.9391 7.8729
C -0.4297 4.6446 -3.0987
C -0.5421 2.4822 -1.9271
H 0.4209 2.8371 -3.7962
C 2.0322 -1.2485 -7.4195
Cl 4.6548 -1.9009 -1.2880
C 1.7424 3.1590 3.4568
H 3.8706 -6.0067 -1.2303
N -1.0534 -0.4349 1.3375
H 0.0773 -2.0043 3.9148
H -1.8284 -2.0144 -0.8066
H 2.7465 3.5828 -0.2347
H 0.2985 -3.0672 2.5047
C -3.2902 -2.3364 6.4820
C -1.0466 -1.4186 2.2234
C 2.9445 -4.5462 -2.4589
C -6.1142 -2.0116 6.7967
C -2.3683 -0.0791 1.1821
C -0.5885 5.2097 2.8581
H -0.9489 -2.0615 -3.3097
C 0.1628 -2.0332 2.8286
C -1.3146 3.3435 1.5108
H 3.1442 -0.8651 -5.6255
H 2.5435 -0.4827 -7.9908
C 1.6456 3.8863 4.6428
As 2.9482 1.2234 0.6689

***

b) 122
Properties=species:S:1:pos:R:3 method="wB97M-V/def2-TZVPD" total_charge=-2 gap_ev="3.6334 / 5.8555" homo_energy_ev="-0.24 / -2.46" multiplicity=4
H -4.8471 -7.2400 5.2754
H -2.4039 9.0766 -0.6035
C -1.3450 -2.3915 2.7111
H 2.1840 -0.5256 -3.9683
C 1.6979 -0.3323 -3.0133
C 3.3288 7.2330 -0.2428
C -4.4433 -5.3082 4.3880
N -0.9991 -1.2245 0.8259
H 2.2395 3.9121 2.7230
C 1.8033 2.9152 2.6560
C 0.2935 2.6751 -0.0807
H -0.5761 0.8589 2.6732
C -1.5146 -5.4889 -3.8989
H 3.1457 -5.8116 -2.5183
H 0.7607 3.0462 2.3702
H -0.5606 2.2623 -4.7386
H 0.8565 6.2976 2.5550
H 3.7541 0.1968 2.9933
C 3.8179 3.3408 0.5256
F -2.2480 -3.7360 -0.8449
H 3.4989 3.4868 -0.5087
N -3.4357 -3.4577 4.8289
C -1.1941 7.3728 -0.1665
C 2.7056 -4.0895 -1.3397
H 0.6653 -1.9832 1.9392
C 0.3246 1.7287 -4.4043
H 6.5327 0.3091 -1.1008
H 2.1585 0.5197 -2.5134
H -0.9313 -0.8074 -5.4699
C -0.8992 -2.9725 -2.6621
C -2.0209 -5.1680 -2.6551
C -0.4016 -1.9062 1.8678
C 1.6599 -5.8586 0.5139
H -2.3705 4.2933 0.6266
Cl -1.9841 1.6495 1.3885
H -1.2869 -2.9315 3.6375
C 2.2284 6.4353 -0.5257
F 0.4205 -2.5239 -4.5820
H -4.0295 -1.7344 -0.1350
N 2.2302 0.6422 0.3961
C 3.3285 -1.5582 -0.0430
H 3.6624 4.2887 1.0376
C -4.6321 -4.4914 3.2610
H 5.0528 0.8428 2.0031
H 4.0173 7.5031 -1.0352
C -2.2963 -1.3372 1.0214
C -5.9374 -6.1556 2.2240
H 1.1704 -4.1140 1.6687
C 0.1033 5.2890 0.2068
C -1.4467 -0.5570 -4.5444
Cl -1.4275 4.0007 -3.0119
C -1.1470 5.9929 0.1312
C 4.5324 -2.2365 -0.1761
H 4.4579 1.5194 -0.7352
H -4.6222 -2.1215 2.0587
H 0.9408 2.4144 -3.8238
O 2.1563 -2.2664 0.1728
C -3.3553 -0.8981 0.0747
H 1.2379 -6.5374 1.2447
H 6.6357 -2.1488 -0.5844
F -1.7845 -6.6866 -4.4664
H -3.9298 -0.0596 0.4687
As -0.1395 0.1720 -3.2944
H -6.1865 -7.9764 3.3310
O -0.7903 0.8134 -1.8612
H 1.7378 -1.2053 -2.3805
C 1.3244 6.0926 0.4751
H -2.1491 0.2562 -4.7000
C -5.7400 -6.9897 3.3314
Si 2.8538 1.9240 1.3880
C 0.1986 3.9103 0.0542
H 0.8989 1.0682 3.1047
H 2.0585 6.0817 -1.5352
O -0.6223 -1.8393 -2.1176
H -4.5008 5.4285 0.2000
C -4.9960 -6.5914 4.4232
H 3.1339 -3.4177 -2.0695
H -4.5452 7.8374 -0.4025
N -2.5593 -2.0265 2.1602
C 1.5520 6.5641 1.7690
H 4.4171 8.3010 1.2753
H 0.8955 1.3769 -5.2690
F -2.8058 -6.0512 -2.0165
H 4.8954 3.1541 0.5297
C 4.1509 1.1155 2.5527
C -5.3823 -4.8892 2.1629
Ti 0.0420 0.5634 0.0910
H 2.2576 -7.4132 -0.8426
H 2.8385 7.6757 3.0728
C -1.7301 -3.9529 -2.0627
C -3.8412 -2.1412 2.8174
H -1.9659 -1.4162 -4.1345
N -3.9824 -3.3419 3.5876
C 5.7132 -1.5870 -0.5062
H -5.5240 -4.2566 1.2971
C 5.6564 -0.2289 -0.7557
C -3.5737 5.9796 0.0934
H 1.8555 2.4908 3.6659
Ge -2.2888 2.4032 -1.6255
H 4.5424 -3.3061 -0.0188
C -0.7049 -4.5746 -4.5400
C 3.2800 -0.1350 -0.0655
C 2.6637 7.3405 2.0570
C -3.6015 7.3296 -0.2443
H 4.4435 1.7840 3.3669
Cl -3.6710 1.5257 -3.3003
H -3.9706 -1.2834 3.4832
C -2.3764 5.3259 0.2970
F -0.1757 -4.8789 -5.7383
H -6.5347 -6.5059 1.3927
C -2.3992 8.0206 -0.3557
C 2.1681 -3.6033 -0.1500
C -0.4221 -3.3638 -3.9418
H -0.2662 7.9176 -0.2858
H -2.8795 -0.5993 -0.8584
C 1.6219 -4.4938 0.7633
O 0.3097 0.4432 2.6759
C 3.5538 7.6864 1.0487
C 2.2234 -6.3474 -0.6531
C 4.4768 0.4591 -0.5380
N -3.7062 -4.6156 5.3025
C 2.7356 -5.4528 -1.5820

***

Order from most stable to least stable according to the calculation: b), a)

***

a) 18
Properties=species:S:1:pos:R:3 method="wB97M-V/def2-TZVPD" total_charge=-1 gap_ev=6.2470 smiles="C/C=C/CCC[O-]" homo_energy_ev=-2.30
C -0.7521 1.9375 0.0721
C 0.4025 -0.3503 0.1381
H 0.9241 1.3113 1.3284
C 1.3687 -1.2443 0.2866
H -0.6150 -0.7226 0.0273
C 0.5357 1.1455 0.3236
C -1.8237 1.2146 -0.7877
H 0.2956 -3.0043 -0.3973
H -2.6221 1.9953 -0.9087
H -1.1815 2.2568 1.0405
O -1.3374 0.7943 -1.9688
H 1.9421 -3.3361 -0.0887
H -2.2384 0.4033 -0.1271
C 1.1191 -2.7227 0.2775
H 0.8026 -3.1100 1.2482
H 2.4162 -0.9332 0.3518
H 1.2936 1.4840 -0.3875
H -0.5300 2.8810 -0.4283

***

b) 18
Properties=species:S:1:pos:R:3 method="wB97M-V/def2-TZVPD" total_charge=-1 gap_ev=5.9367 smiles="C=CCCCC[O-]" homo_energy_ev=-2.24
H 0.6552 -0.1864 -1.6082
H -2.4510 0.2540 -2.4957
O 2.4192 -0.5638 2.5992
H -2.7372 -1.3964 -1.7941
H 1.3801 1.1702 -0.8286
C 1.3469 -0.6145 0.3996
H 0.8688 -1.6082 0.4318
C 0.7339 0.3067 -0.6330
C -2.2604 -0.4283 -1.6717
C 1.4591 -0.0332 1.8600
H 1.5765 1.0817 1.6407
H -0.5697 1.1239 0.8317
H -0.7418 1.8259 -0.7914
H 0.4168 -0.0937 2.2909
C -1.7528 -0.0692 -0.4858
C -0.6470 0.8917 -0.2300
H 2.3691 -0.9332 0.1629
H -2.0657 -0.7269 0.3220

***

c) 18
Properties=species:S:1:pos:R:3 method="wB97M-V/def2-TZVPD" total_charge=-1 gap_ev=6.2767 homo_energy_ev=-2.47
H 0.5552 -0.6282 1.0896
C -2.0227 -0.2268 0.9193
H -1.1927 -0.3127 -1.2791
C 1.4343 -0.4211 -1.0860
C -1.0657 -0.6360 -0.2361
H 1.2894 0.0648 -2.0803
C 2.1648 0.3637 -0.0865
H 0.1434 0.9669 0.1595
H -1.6154 -0.6585 1.9281
H 2.5340 -0.3413 0.6551
H 2.5100 2.3668 0.5655
O -3.2988 -0.6944 0.5357
C 0.4251 -0.0579 0.1151
H -1.1615 -1.7739 -0.2464
H 1.3338 -1.5028 -1.1490
C 2.5708 1.7230 -0.2582
H -1.9368 0.8811 1.0691
H 2.8919 2.0239 -1.2033

***

Order from most stable to least stable according to the calculation: a), b), c)